Record 1
Here is an isolated molecule of C22H24N4O5S in a non-equilibrium geometry from the OMol25 dataset. Energies are from ωB97M-V/def2-TZVPD.

The relative energy (zero: lowest compared OMol25 entry of this formula, charge and spin) is 32.54 kcal/mol. The value obtained for the highest occupied orbital energy is -8.52 eV. As for the charge: 0. As for the largest force on an atom: 0.022 Eh/bohr.

Last column: Löwdin charge in e.
CARTESIAN COORDINATES (ANGSTROEM)
C (-5.887, -1.116, 0.611)  -0.06
C (-5.780, -0.167, -0.575)  -0.22
O (-4.444, 0.300, -0.751)  -0.02
C (-4.057, 1.330, 0.023)  -0.45
O (-4.783, 1.866, 0.825)  0.11
C (-2.649, 1.708, -0.215)  -0.14
C (-2.052, 2.637, 0.636)  0.00
C (-0.726, 2.985, 0.484)  0.01
C (0.029, 2.393, -0.527)  -0.20
N (1.378, 2.662, -0.737)  0.13
C (2.206, 3.472, -0.032)  -0.53
O (1.891, 4.199, 0.882)  0.07
C (3.650, 3.386, -0.528)  -0.34
S (4.549, 2.037, 0.309)  1.01
C (3.830, 0.656, -0.457)  -0.61
N (3.038, 0.652, -1.503)  0.00
N (2.657, -0.618, -1.718)  0.10
C (3.231, -1.374, -0.827)  -0.28
C (2.991, -2.827, -0.621)  -0.10
O (2.429, -3.049, 0.665)  -0.05
C (1.326, -2.274, 0.986)  -0.20
C (1.366, -1.587, 2.189)  -0.01
C (0.308, -0.792, 2.593)  -0.08
C (-0.803, -0.679, 1.781)  -0.07
C (-0.866, -1.372, 0.585)  -0.01
C (0.186, -2.180, 0.168)  -0.20
O (0.179, -2.910, -0.983)  -0.09
C (-0.886, -2.733, -1.886)  -0.06
N (3.999, -0.610, 0.012)  -0.04
C (4.812, -1.024, 1.119)  -0.02
C (-0.570, 1.474, -1.392)  -0.01
C (-1.897, 1.141, -1.243)  -0.03
H (-6.901, -1.501, 0.679)  0.08
H (-5.197, -1.949, 0.493)  0.07
H (-5.649, -0.587, 1.530)  0.08
H (-6.030, -0.673, -1.510)  0.12
H (-6.441, 0.694, -0.428)  0.12
H (-2.648, 3.074, 1.422)  0.12
H (-0.266, 3.702, 1.143)  0.10
H (1.828, 2.035, -1.413)  0.09
H (4.184, 4.290, -0.240)  0.09
H (3.719, 3.215, -1.601)  0.08
H (3.928, -3.391, -0.625)  0.14
H (2.336, -3.189, -1.419)  0.13
H (2.243, -1.692, 2.809)  0.11
H (0.361, -0.260, 3.530)  0.10
H (-1.633, -0.054, 2.073)  0.11
H (-1.752, -1.282, -0.020)  0.09
H (-0.648, -3.362, -2.743)  0.10
H (-1.838, -3.057, -1.454)  0.10
H (-0.962, -1.692, -2.209)  0.09
H (4.436, -1.970, 1.503)  0.09
H (5.851, -1.142, 0.803)  0.10
H (4.767, -0.262, 1.898)  0.08
H (0.026, 1.022, -2.172)  0.11
H (-2.367, 0.446, -1.921)  0.11

Record 2
Here is a cluster of 3 separate species, C6H19NO3 in total in a non-equilibrium geometry from the OMol25 dataset. Energies are from ωB97M-V/def2-TZVPD.

The relative energy (zero: lowest compared OMol25 entry of this formula, charge and spin) is 31.57 kcal/mol. The value obtained for the highest occupied orbital energy is -8.68 eV. As for the charge: 0. As for the largest force on an atom: 0.036 Eh/bohr.

Last column: Löwdin charge in e.
CARTESIAN COORDINATES (ANGSTROEM)
C (2.764, -1.024, 0.276)  -0.12
N (2.006, -0.032, -0.472)  -0.27
C (2.143, -0.161, -1.924)  -0.10
C (0.574, -0.143, -0.055)  -0.20
C (-0.271, 0.967, -0.690)  -0.18
C (-1.279, 0.363, -1.695)  -0.18
C (-2.411, -0.355, -0.981)  -0.27
O (-3.549, 0.497, -0.850)  -0.07
H (3.760, -1.243, -0.112)  0.08
H (2.962, -0.585, 1.260)  0.08
H (2.222, -1.970, 0.426)  0.08
H (3.187, -0.147, -2.233)  0.08
H (1.559, 0.668, -2.309)  0.07
H (1.734, -1.093, -2.362)  0.09
H (0.622, -0.025, 1.028)  0.09
H (0.275, -1.178, -0.268)  0.12
H (0.384, 1.757, -1.050)  0.11
H (-0.911, 1.494, 0.031)  0.09
H (-1.645, 1.116, -2.391)  0.12
H (-0.702, -0.362, -2.284)  0.10
H (-2.095, -0.772, -0.017)  0.11
H (-2.795, -1.241, -1.494)  0.12
H (-3.308, 1.228, -0.275)  0.07
O (-2.054, 1.144, 2.394)  -0.05
H (-1.503, 1.562, 3.059)  0.04
H (-2.742, 0.589, 2.785)  0.06
O (0.343, -0.239, 3.755)  -0.06
H (-0.328, -0.052, 3.110)  -0.03
H (1.059, -0.762, 3.338)  0.05